Entry from the Open Molecules 2025 dataset: a cluster of 7 separate species, C13H31Cl12O12P3 in total in a non-equilibrium geometry (wB97M-V/def2-TZVPD).

Cartesian coordinates (Å):
C -8.82 -5.65 -6.16
O -9.62 -4.78 -5.44
P -9.27 -3.18 -5.47
O -10.26 -2.50 -4.66
O -7.73 -3.09 -4.99
C -7.19 -3.40 -3.68
O -9.22 -2.73 -7.05
C -10.41 -3.06 -7.77
H -8.11 -6.06 -5.44
H -8.18 -5.06 -6.82
H -9.26 -6.47 -6.72
H -8.00 -3.60 -2.96
H -6.51 -2.60 -3.38
H -6.50 -4.23 -3.79
H -10.13 -3.72 -8.59
H -10.73 -2.17 -8.32
H -11.19 -3.47 -7.14
C 0.27 3.53 7.71
O -1.18 3.67 7.87
P -1.98 4.29 6.59
O -1.20 5.35 5.90
O -2.15 2.89 5.77
C -2.95 1.76 6.24
O -3.41 4.84 7.14
C -3.58 6.05 7.89
H 0.59 2.95 6.84
H 0.76 3.07 8.57
H 0.64 4.55 7.79
H -2.96 1.75 7.33
H -2.92 0.76 5.81
H -3.93 2.06 5.85
H -2.61 6.50 8.11
H -4.19 5.90 8.78
H -4.19 6.75 7.32
C 2.19 4.68 -4.45
O 3.26 5.41 -3.88
P 4.37 4.60 -2.94
O 5.34 5.46 -2.30
O 3.47 3.66 -1.88
C 2.79 4.46 -0.87
O 4.97 3.53 -4.00
C 6.23 3.78 -4.73
H 1.65 5.44 -5.01
H 1.57 4.11 -3.77
H 2.48 3.91 -5.17
H 2.00 3.91 -0.38
H 2.33 5.38 -1.24
H 3.47 5.01 -0.22
H 6.07 4.02 -5.78
H 6.69 2.79 -4.77
H 6.92 4.54 -4.35
C 8.02 -6.89 2.88
Cl 8.53 -5.21 3.24
Cl 9.00 -7.96 3.88
Cl 8.29 -7.16 1.09
H 6.94 -6.87 3.04
C 2.51 -1.81 0.50
Cl 0.85 -1.77 -0.09
Cl 2.97 -3.44 0.79
Cl 2.69 -0.93 2.05
H 3.16 -1.32 -0.22
C 3.58 -3.60 7.91
Cl 4.48 -5.16 7.91
Cl 3.79 -2.56 9.40
Cl 1.91 -3.70 7.46
H 4.11 -2.91 7.26
C 9.91 -2.82 -4.91
Cl 9.76 -3.18 -6.68
Cl 11.08 -3.77 -3.96
Cl 8.39 -2.73 -4.09
H 10.30 -1.80 -4.85

Calculated values
**HOMO-LUMO gap**: 10.674 eV
**Relative energy (zero: lowest compared OMol25 entry of this formula, charge and spin)**: 95.6 kcal per mole
**HOMO**: -10.58 eV
**Electronic energy**: -216692.44871 eV
**SMILES**: COP(=O)(OC)OC.COP(=O)(OC)OC.COP(=O)(OC)OC.ClC(Cl)Cl.ClC(Cl)Cl.ClC(Cl)Cl.ClC(Cl)Cl

***

Entry from the Open Molecules 2025 dataset: a structure of composition C13H31Cl2OPTm in a non-equilibrium geometry (wB97M-V/def2-TZVPD).

Cartesian coordinates (Å):
Tm 0.02 -0.01 0.12
Cl -1.46 2.04 -0.10
Cl 1.38 -1.95 0.09
H -1.59 -0.67 0.03
H 1.16 1.29 -0.06
P -0.07 0.07 -2.51
C 0.23 1.78 -3.10
C 1.06 -1.02 -3.39
C -1.84 -0.27 -2.90
C 1.23 2.63 -2.30
H -0.76 2.27 -2.96
C 0.60 1.81 -4.56
H 1.66 1.58 -4.72
H 0.43 2.83 -4.96
H 0.01 1.13 -5.19
H 0.79 3.01 -1.37
H 1.53 3.50 -2.91
H 2.14 2.07 -2.05
H -2.34 0.59 -2.40
C -2.42 -1.55 -2.29
C -2.13 -0.20 -4.39
H -2.11 0.82 -4.77
H -3.14 -0.60 -4.57
H -1.43 -0.82 -4.97
H -1.78 -1.99 -1.52
H -2.60 -2.31 -3.06
H -3.39 -1.32 -1.82
C 2.52 -0.75 -3.00
H 0.91 -0.69 -4.42
C 0.73 -2.51 -3.31
H 2.92 0.13 -3.51
H 3.13 -1.61 -3.29
H 2.63 -0.61 -1.92
H 0.68 -2.87 -2.28
H 1.52 -3.07 -3.82
H -0.22 -2.74 -3.81
C -1.14 0.38 4.22
C -1.36 -1.11 3.76
C -0.14 -1.29 2.85
O 0.13 0.05 2.19
C -0.83 1.01 2.85
H -1.99 0.80 4.67
H -0.26 0.43 4.83
H -2.27 -1.14 3.17
H -1.37 -1.80 4.55
H 0.75 -1.51 3.39
H -0.36 -2.02 2.07
H -1.73 0.97 2.22
H -0.39 1.95 2.91

Calculated values
**Total charge**: -1
**HOMO-LUMO gap (spin up / spin down)**: 5.628 / 5.765 eV
**HOMO (spin up / spin down)**: -2.66 / -2.80 eV
**Electronic energy**: -79895.56360 eV
**Multiplicity**: 3

***

Entry from the Open Molecules 2025 dataset: a structure of composition C13H31N2O9V in a non-equilibrium geometry (wB97M-V/def2-TZVPD).

Cartesian coordinates (Å):
O -1.06 -1.04 1.73
V -1.82 -0.35 0.50
O -0.67 0.51 -0.25
O -3.57 -3.90 -0.39
C -3.13 -2.66 -0.14
O -3.64 -1.93 0.74
O -2.08 -2.21 -0.71
H -2.86 -4.21 -0.99
C -1.89 -0.62 5.25
O -2.49 0.40 4.48
C -3.41 -0.07 3.54
C -3.74 1.01 2.52
N -2.51 1.45 1.83
C -2.79 2.45 0.79
C -3.78 1.96 -0.25
O -3.45 0.68 -0.74
C -4.19 0.24 -1.87
H -1.16 -1.21 4.70
H -2.65 -1.23 5.74
H -1.32 -0.08 6.02
H -4.34 -0.40 4.03
H -3.08 -0.98 3.04
H -4.16 1.85 3.10
H -4.61 0.74 1.94
H -1.86 1.80 2.52
H -1.85 2.78 0.35
H -3.21 3.35 1.27
H -3.76 2.69 -1.06
H -4.81 2.05 0.11
H -5.22 0.13 -1.54
H -3.76 -0.69 -2.24
H -4.10 0.97 -2.67
C 7.08 -1.83 -0.59
O 5.82 -1.21 -0.52
C 5.96 0.14 -0.09
C 4.62 0.86 -0.20
N 4.02 0.64 -1.52
C 2.56 0.77 -1.45
C 1.98 0.63 -2.85
O 2.12 -0.70 -3.32
C 1.76 -0.85 -4.67
H 7.69 -1.51 -1.44
H 6.86 -2.90 -0.69
H 7.66 -1.66 0.33
H 6.70 0.63 -0.73
H 6.25 0.22 0.96
H 4.81 1.92 0.01
H 3.92 0.50 0.56
H 4.28 -0.29 -1.81
H 2.33 1.76 -1.07
H 2.17 -0.03 -0.82
H 2.45 1.28 -3.60
H 0.90 0.85 -2.79
H 1.94 -1.89 -4.95
H 2.39 -0.17 -5.25
H 0.70 -0.65 -4.82

Calculated values
**HOMO-LUMO gap**: 8.312 eV
**Relative energy (zero: lowest compared OMol25 entry of this formula, charge and spin)**: 16.5 kcal per mole
**HOMO**: -8.22 eV
**Electronic energy**: -61078.57710 eV

***

Entry from the Open Molecules 2025 dataset: a structure of composition C13H32IInNO2 in a non-equilibrium geometry (wB97M-V/def2-TZVPD).

Cartesian coordinates (Å):
C 2.19 -2.69 0.68
C 0.91 -2.52 1.63
In -0.80 -1.59 0.49
C -0.98 0.62 0.88
C -0.33 1.53 -0.23
N -0.83 1.47 -1.42
C -2.78 -2.69 0.87
C -3.69 -1.71 1.70
C -5.19 -2.16 1.84
I -2.70 -1.36 3.61
H 2.14 -1.91 -0.11
H 2.24 -3.72 0.25
H 3.13 -2.57 1.31
H 1.19 -1.80 2.43
H 0.66 -3.51 2.10
H -0.45 -1.82 -1.26
H -2.07 0.91 0.87
H -0.59 0.88 1.90
H 0.53 2.19 0.00
H -1.61 0.79 -1.37
H -3.27 -2.94 -0.11
H -2.59 -3.66 1.39
H -3.67 -0.73 1.17
H -5.59 -1.75 2.80
H -5.84 -1.78 1.02
H -5.33 -3.26 1.88
C 7.32 -2.49 -0.20
C 6.23 -1.53 0.26
C 6.73 -0.62 1.37
O 5.10 -2.28 0.73
H 7.64 -3.13 0.62
H 6.94 -3.14 -0.99
H 8.18 -1.94 -0.58
H 5.88 -0.93 -0.58
H 7.03 -1.20 2.24
H 5.93 0.06 1.70
H 7.58 -0.02 1.03
H 5.40 -2.81 1.47
C -3.10 3.60 -2.14
C -4.04 4.41 -3.01
C -3.61 5.87 -3.08
O -5.37 4.34 -2.50
H -3.10 3.98 -1.12
H -3.43 2.56 -2.09
H -2.08 3.62 -2.52
H -4.07 3.99 -4.02
H -3.62 6.32 -2.09
H -4.30 6.45 -3.71
H -2.60 5.96 -3.50
H -5.36 4.71 -1.61

Calculated values
**Total charge**: -1
**HOMO-LUMO gap**: 6.946 eV
**HOMO**: -4.32 eV
**Electronic energy**: -32857.60450 eV

***

Entry from the Open Molecules 2025 dataset: a structure of composition C13H32O13P3Ru (wB97M-V/def2-TZVPD).

Cartesian coordinates (Å):
Ru 0.03 0.07 -0.51
C -3.93 -1.94 0.58
C -2.61 -2.56 0.13
O -2.67 -3.97 -0.04
P -1.29 -2.31 1.36
O -0.13 -3.31 0.94
O -1.75 -2.82 2.77
O -0.88 -0.88 1.43
P -1.95 -1.73 -1.38
O -2.78 -2.51 -2.48
O -0.45 -1.99 -1.44
O -2.22 -0.25 -1.33
H -4.29 -2.45 1.47
H -4.67 -2.04 -0.21
H -3.79 -0.88 0.80
H -3.32 -4.18 -0.72
H -0.10 -3.40 -0.03
H -1.95 -3.77 2.82
H -2.69 -2.18 -3.39
C 3.77 0.03 1.32
C 2.67 -0.91 1.63
C 2.85 -1.99 2.64
O 1.92 -1.25 0.51
C 1.04 0.80 2.67
O 1.10 0.40 3.76
O 0.87 1.35 1.64
H 4.58 -0.50 0.79
H 4.19 0.45 2.23
H 3.43 0.85 0.68
H 3.52 -2.76 2.26
H 1.89 -2.46 2.90
H 3.28 -1.58 3.55
H 1.47 -2.09 0.68
C 1.43 0.55 -1.94
H 1.35 1.49 -2.47
H 1.35 -0.29 -2.64
H 2.39 0.49 -1.43
C -2.92 2.14 -3.42
C -1.42 2.05 -3.33
O -0.91 2.82 -2.21
P -0.78 2.26 -0.73
O 0.03 3.44 -0.05
C 1.43 3.71 -0.31
C 1.57 4.87 -1.27
O -2.16 2.34 -0.01
C -2.87 3.61 0.19
C -4.35 3.35 0.06
H -3.26 1.67 -4.34
H -3.24 3.18 -3.43
H -3.39 1.62 -2.58
H -0.94 2.49 -4.20
H -1.08 1.02 -3.24
H 1.91 2.81 -0.69
H 1.86 3.93 0.67
H 1.12 4.63 -2.23
H 2.63 5.09 -1.41
H 1.09 5.75 -0.86
H -2.52 4.33 -0.54
H -2.61 3.96 1.19
H -4.61 3.08 -0.97
H -4.90 4.24 0.34
H -4.65 2.54 0.72

Calculated values
**Total charge**: +1
**HOMO-LUMO gap (spin up / spin down)**: 7.498 / 8.248 eV
**Relative energy (zero: lowest compared OMol25 entry of this formula, charge and spin)**: 0.0 kcal per mole
**HOMO (spin up / spin down)**: -10.16 / -12.41 eV
**Electronic energy**: -71066.32648 eV
**Multiplicity**: 5

***

Entry from the Open Molecules 2025 dataset: a structure of composition C13H32O3PdSSi in a non-equilibrium geometry (wB97M-V/def2-TZVPD).

Cartesian coordinates (Å):
Pd -0.34 -0.26 -2.75
C 0.00 -0.29 -6.67
H 1.09 -0.11 -6.61
H -0.30 -1.34 -6.87
H -0.36 0.31 -7.51
H -0.46 0.04 -5.71
H -1.95 0.08 -2.64
C -1.58 2.39 -1.98
C -0.66 1.95 -0.84
C 0.61 2.80 -0.90
C -1.43 2.07 0.48
O -0.28 0.63 -0.98
Si 0.49 -0.35 0.05
S 1.46 -1.34 -1.53
O 1.40 0.47 1.00
C 1.89 0.70 2.33
C 3.22 -0.05 2.44
C 2.08 2.21 2.47
C 0.86 0.17 3.32
O -0.53 -1.23 0.81
C -1.07 -2.55 0.96
C 0.05 -3.56 0.73
C -1.60 -2.64 2.40
C -2.20 -2.68 -0.05
H -1.77 3.46 -1.85
H -2.57 1.91 -1.93
H -1.11 2.24 -2.97
H 0.31 3.85 -0.77
H 1.33 2.56 -0.11
H 1.12 2.69 -1.87
H -2.33 1.43 0.48
H -0.83 1.84 1.37
H -1.76 3.13 0.58
H 3.94 0.32 1.69
H 3.61 0.12 3.45
H 3.07 -1.13 2.29
H 1.12 2.75 2.35
H 2.46 2.40 3.49
H 2.81 2.60 1.74
H -0.12 0.66 3.21
H 0.74 -0.92 3.21
H 1.24 0.37 4.33
H 0.89 -3.40 1.42
H -0.37 -4.56 0.90
H 0.42 -3.53 -0.30
H -2.36 -1.87 2.60
H -2.04 -3.63 2.52
H -0.78 -2.53 3.13
H -2.98 -1.93 0.12
H -1.82 -2.57 -1.08
H -2.63 -3.69 0.06

Calculated values
**HOMO-LUMO gap (spin up / spin down)**: 8.276 / 6.734 eV
**Relative energy (zero: lowest compared OMol25 entry of this formula, charge and spin)**: 0.0 kcal per mole
**HOMO (spin up / spin down)**: -7.64 / -8.20 eV
**Electronic energy**: -42337.13209 eV
**Multiplicity**: 3